{
  "formula": "C65H67CrGe2N5OS3Si",
  "method": "ωB97M-V/def2-TZVPD",
  "total_energy_ev": -259827.5228,
  "e_homo_ev": [-4.9957, -4.8938],
  "lumo_ev": [1.3970, 1.3572],
  "charge": -1,
  "gap_ev": [6.39, 6.25],
  "multiplicity": 2,
  "species": ["Cr", "C", "Si", "C", "N", "C", "C", "C", "C", "C", "C", "C", "C", "C", "C", "C", "C", "C", "C", "C", "C", "C", "H", "H", "H", "H", "H", "H", "H", "H", "H", "H", "H", "H", "H", "H", "H", "H", "H", "H", "H", "H", "H", "H", "H", "H", "C", "N", "C", "C", "C", "C", "C", "N", "C", "C", "C", "C", "C", "C", "H", "H", "H", "H", "H", "H", "H", "H", "H", "H", "H", "C", "Ge", "C", "C", "Ge", "C", "C", "C", "C", "C", "C", "C", "C", "C", "C", "C", "C", "H", "H", "H", "H", "H", "H", "H", "H", "H", "H", "H", "H", "H", "H", "H", "H", "H", "H", "H", "O", "C", "C", "C", "C", "C", "S", "C", "C", "C", "C", "S", "C", "C", "C", "C", "S", "H", "H", "H", "H", "H", "H", "H", "H", "H", "N", "C", "C", "C", "C", "N", "C", "C", "H", "H", "H", "H"],
  "positions_angstrom": [[-0.188, -0.123, -0.845], [-1.179, -0.468, 1.190], [-0.398, -0.720, 2.864], [1.502, -1.021, 2.913], [2.191, -0.574, 1.715], [3.417, -1.282, 1.386], [4.662, -0.815, 2.163], [4.669, 0.718, 2.330], [3.705, 1.355, 1.334], [2.290, 0.894, 1.648], [-0.890, 0.643, 4.096], [-0.050, 1.101, 5.111], [-0.461, 2.080, 6.006], [-1.736, 2.621, 5.909], [-2.597, 2.160, 4.922], [-2.177, 1.182, 4.033], [-1.045, -2.282, 3.773], [-1.534, -2.227, 5.081], [-1.810, -3.381, 5.805], [-1.610, -4.628, 5.232], [-1.167, -4.709, 3.920], [-0.893, -3.552, 3.207], [-1.764, 0.457, 1.218], [-1.889, -1.298, 1.105], [1.653, -2.098, 3.038], [1.934, -0.542, 3.811], [3.592, -1.172, 0.310], [3.254, -2.346, 1.573], [5.551, -1.137, 1.614], [4.683, -1.301, 3.142], [5.679, 1.108, 2.189], [4.349, 0.985, 3.342], [3.967, 1.053, 0.323], [3.756, 2.443, 1.382], [1.592, 1.281, 0.895], [1.986, 1.323, 2.612], [0.947, 0.687, 5.216], [0.218, 2.432, 6.774], [-2.063, 3.384, 6.604], [-3.596, 2.573, 4.836], [-2.863, 0.823, 3.273], [-1.696, -1.265, 5.549], [-2.170, -3.302, 6.824], [-1.801, -5.528, 5.803], [-1.025, -5.678, 3.456], [-0.554, -3.644, 2.179], [0.223, 3.985, 2.258], [-0.047, 3.140, 1.119], [-0.882, 3.593, 0.272], [-1.267, 2.983, -0.968], [-1.848, 3.713, -2.010], [-2.019, 2.832, -3.078], [-1.562, 1.605, -2.622], [-1.099, 1.671, -1.353], [1.615, 4.571, 2.283], [1.951, 5.435, 3.325], [3.202, 6.025, 3.381], [4.145, 5.753, 2.396], [3.821, 4.891, 1.361], [2.558, 4.314, 1.299], [0.099, 3.388, 3.159], [-0.490, 4.824, 2.326], [-1.341, 4.583, 0.431], [-2.076, 4.768, -1.985], [-2.431, 3.043, -4.053], [-1.558, 0.672, -3.161], [1.216, 5.638, 4.097], [3.442, 6.703, 4.192], [5.122, 6.218, 2.434], [4.548, 4.671, 0.589], [2.296, 3.658, 0.479], [-6.122, -1.117, -1.160], [-4.473, -0.139, -0.603], [-4.723, 0.150, 1.357], [-4.695, 1.699, -1.302], [-2.374, -1.320, -1.328], [-2.652, -1.611, -3.308], [-3.559, -0.808, -4.005], [-3.669, -0.867, -5.386], [-2.871, -1.739, -6.113], [-1.977, -2.559, -5.442], [-1.873, -2.492, -4.059], [-2.609, -3.146, -0.537], [-3.428, -3.309, 0.583], [-3.532, -4.525, 1.242], [-2.829, -5.628, 0.776], [-2.027, -5.497, -0.348], [-1.908, -4.268, -0.982], [-6.990, -0.545, -0.825], [-6.164, -2.111, -0.711], [-6.178, -1.230, -2.244], [-5.783, 0.345, 1.538], [-4.156, 1.029, 1.667], [-4.417, -0.691, 1.979], [-5.639, 2.107, -0.933], [-4.701, 1.740, -2.391], [-3.878, 2.331, -0.954], [-4.187, -0.120, -3.450], [-4.371, -0.220, -5.900], [-2.944, -1.781, -7.193], [-1.348, -3.246, -5.998], [-1.169, -3.145, -3.565], [-3.999, -2.464, 0.946], [-4.152, -4.609, 2.127], [-2.906, -6.580, 1.287], [-1.478, -6.352, -0.726], [-1.254, -4.191, -1.842], [1.263, 0.335, -2.070], [2.053, 0.923, -3.020], [1.737, 0.377, -4.428], [0.579, 0.531, -5.130], [0.616, -0.061, -6.420], [1.810, -0.651, -6.686], [2.897, -0.501, -5.367], [3.529, 0.612, -2.719], [4.069, -0.615, -2.468], [5.469, -0.571, -2.236], [5.968, 0.690, -2.317], [4.741, 1.836, -2.677], [1.877, 2.443, -3.030], [1.616, 3.228, -1.953], [1.643, 4.616, -2.253], [1.929, 4.860, -3.558], [2.148, 3.404, -4.444], [-0.269, 1.071, -4.739], [-0.215, -0.029, -7.110], [2.125, -1.171, -7.577], [3.479, -1.520, -2.436], [6.069, -1.446, -2.026], [6.985, 1.025, -2.189], [1.389, 2.817, -0.979], [1.463, 5.390, -1.518], [2.018, 5.807, -4.066], [3.121, -6.758, -1.836], [2.591, -5.755, -1.651], [1.929, -4.524, -1.435], [1.720, -3.611, -2.480], [1.044, -2.442, -2.235], [0.559, -2.093, -1.029], [0.762, -2.968, -0.036], [1.424, -4.162, -0.183], [2.080, -3.832, -3.476], [0.863, -1.733, -3.030], [0.351, -2.666, 0.917], [1.546, -4.829, 0.660]],
  "lowdin_spin": [1.1993, -0.0562, -0.0101, 0.0001, -0.0001, 0.0000, 0.0000, 0.0001, 0.0001, 0.0013, -0.0019, -0.0003, -0.0001, 0.0000, 0.0000, -0.0005, -0.0015, -0.0005, 0.0000, -0.0003, 0.0000, -0.0004, 0.0013, 0.0008, 0.0000, 0.0000, 0.0000, 0.0000, 0.0000, 0.0000, 0.0000, 0.0000, 0.0000, 0.0000, 0.0010, 0.0000, 0.0000, 0.0000, 0.0000, 0.0000, -0.0003, 0.0000, 0.0000, 0.0000, 0.0000, 0.0000, 0.0000, 0.0002, -0.0001, 0.0009, 0.0042, 0.0018, 0.0025, -0.0099, 0.0000, 0.0000, 0.0000, 0.0000, 0.0000, 0.0000, 0.0000, 0.0000, 0.0000, 0.0002, 0.0000, -0.0007, 0.0000, 0.0000, 0.0000, 0.0000, 0.0000, -0.0046, -0.0089, -0.0004, 0.0001, -0.0701, -0.0216, -0.0060, -0.0001, -0.0040, 0.0003, -0.0047, -0.0104, -0.0036, 0.0001, -0.0029, 0.0003, -0.0027, -0.0006, 0.0000, 0.0000, 0.0000, 0.0000, -0.0001, 0.0000, 0.0000, 0.0001, -0.0005, 0.0000, -0.0003, 0.0001, -0.0002, -0.0003, 0.0000, -0.0002, 0.0001, -0.0002, 0.0236, 0.0028, 0.0003, 0.0000, 0.0000, -0.0001, 0.0001, 0.0003, 0.0000, 0.0000, -0.0001, 0.0000, 0.0022, 0.0001, 0.0000, 0.0003, 0.0003, 0.0001, 0.0000, 0.0000, 0.0000, 0.0000, 0.0000, 0.0000, 0.0000, 0.0000, -0.0018, -0.0007, -0.0032, -0.0006, -0.0029, -0.0073, -0.0030, 0.0005, 0.0001, 0.0002, -0.0004, 0.0001]
}

{
  "formula": "C5H11NO2",
  "method": "ωB97M-V/def2-TZVPD",
  "total_energy_ev": -10943.1432,
  "e_homo_ev": -8.9439,
  "lumo_ev": 0.3558,
  "e_above_lowest_kj_mol": 590.9,
  "charge": 0,
  "gap_ev": 9.30,
  "species": ["C", "C", "C", "C", "C", "O", "N", "O", "H", "H", "H", "H", "H", "H", "H", "H", "H", "H", "H"],
  "positions_angstrom": [[0.846, 1.286, 0.322], [1.669, 0.512, -0.400], [-1.357, -0.589, -0.229], [0.805, 1.283, 1.820], [-1.824, -0.209, -1.594], [0.187, -1.525, -0.515], [0.474, -2.497, 0.318], [1.625, -2.865, 0.334], [0.191, 1.987, -0.184], [1.736, 0.597, -1.473], [2.342, -0.194, 0.062], [-1.399, 0.193, 0.523], [-1.816, -1.477, 0.195], [1.298, 0.397, 2.224], [1.309, 2.167, 2.217], [-0.223, 1.300, 2.196], [-1.366, 0.720, -1.928], [-1.586, -0.994, -2.310], [-2.912, -0.092, -1.576]],
  "mulliken_charge": [-0.0596, -0.7235, -0.0073, -1.0444, -1.0330, -0.2114, 0.0751, -0.3612, 0.4020, 0.2791, 0.2479, 0.2434, 0.3694, 0.2792, 0.3386, 0.2816, 0.2554, 0.3114, 0.3572]
}